Record 1
The following is a quantum chemistry calculation of an isolated molecule of C5H12N2, from the Open Molecules 2025 dataset.

CARTESIAN COORDINATES (ANGSTROEM)
C (-0.688, -0.322, 0.338)
C (2.170, -0.422, -0.897)
C (-1.367, -0.619, -0.995)
C (-1.674, -0.168, 1.485)
N (1.607, 0.392, 0.169)
C (0.270, 0.838, 0.207)
N (-0.061, 2.048, 0.483)
H (2.252, 1.141, 0.404)
H (0.189, -1.097, 0.493)
H (0.768, 2.642, 0.529)
H (1.980, 0.007, -1.885)
H (1.752, -1.430, -0.857)
H (3.251, -0.522, -0.766)
H (-2.367, -0.174, -1.053)
H (-2.434, 0.592, 1.264)
H (-0.808, -0.231, -1.853)
H (-1.479, -1.698, -1.142)
H (-2.199, -1.111, 1.671)
H (-1.163, 0.133, 2.405)

Calculated values
HOMO level in eV: -9.0
Lowest unoccupied orbital energy in eV: 0.91
Calculated total energy in eV: -8359.11194
Relative energy (zero: lowest compared OMol25 entry of this formula, charge and spin) in kcal/mol: 23.6
Structure (SMILES): [H]/N=C(\NC)C(C)C

---

Record 2
The following is a quantum chemistry calculation of an isolated molecule of C5H12N2, from the Open Molecules 2025 dataset.

CARTESIAN COORDINATES (ANGSTROEM)
C (-0.256, -1.128, 0.302)
C (0.099, 1.762, -1.209)
C (-0.726, -1.801, 1.564)
C (-1.224, -1.161, -0.843)
C (0.810, 1.159, -0.034)
N (1.900, 1.911, 0.435)
N (0.528, 0.046, 0.586)
H (1.201, -0.849, 0.629)
H (2.472, 2.331, -0.286)
H (2.456, 1.438, 1.133)
H (0.671, 1.623, -2.137)
H (-0.885, 1.332, -1.357)
H (-0.009, 2.837, -1.051)
H (-0.769, -0.849, -1.785)
H (0.036, -1.769, 2.346)
H (-1.630, -1.320, 1.975)
H (-0.974, -2.848, 1.375)
H (-1.588, -2.183, -0.972)
H (-2.112, -0.529, -0.670)

Calculated values
HOMO level (spin up / spin down) in eV: -6.0 / -6.0
Lowest unoccupied orbital energy (spin up / spin down) in eV: 0.94 / 0.94
Calculated total energy in eV: -8356.43073
Relative energy (zero: lowest compared OMol25 entry of this formula, charge and spin) in kcal/mol: 85.5

---

Record 3
The following is a quantum chemistry calculation of an isolated molecule of C5H12N2, from the Open Molecules 2025 dataset.

CARTESIAN COORDINATES (ANGSTROEM)
C (1.017, 0.157, 0.116)
C (1.106, -0.805, 1.300)
C (-0.896, -0.652, -1.371)
C (-1.349, 1.025, 0.521)
C (-0.332, 0.526, -0.539)
N (2.124, -0.109, -0.888)
N (2.057, 1.052, -0.024)
H (0.401, -0.677, 2.077)
H (2.026, -0.576, 1.699)
H (1.084, -1.869, 1.036)
H (-1.304, -1.418, -0.653)
H (-0.209, -1.257, -1.949)
H (-1.755, -0.257, -1.980)
H (-1.951, 1.636, -0.098)
H (-0.956, 1.627, 1.162)
H (-1.968, 0.218, 1.001)
H (-0.021, 1.242, -1.347)
H (2.923, -0.731, -0.388)
H (1.902, 1.944, -0.452)

Calculated values
HOMO level in eV: -9.1
Lowest unoccupied orbital energy in eV: 1.11
Calculated total energy in eV: -8356.96799
Relative energy (zero: lowest compared OMol25 entry of this formula, charge and spin) in kcal/mol: 73.1
Structure (SMILES): CC(C)C1(C)NN1

---

Record 4
The following is a quantum chemistry calculation of an isolated molecule of C5H12N2, from the Open Molecules 2025 dataset.

CARTESIAN COORDINATES (ANGSTROEM)
C (0.463, -0.382, -0.732)
C (0.835, -1.361, 0.386)
C (0.775, -0.678, 1.708)
C (1.754, -0.711, 2.603)
N (-0.973, -0.349, -1.043)
C (-1.317, 0.919, -1.718)
N (-1.162, 2.136, -0.928)
H (0.824, 0.581, -0.357)
H (0.906, -0.595, -1.708)
H (1.761, -1.918, 0.255)
H (0.035, -2.133, 0.405)
H (0.026, 0.100, 1.832)
H (1.802, 0.032, 3.390)
H (2.620, -1.343, 2.434)
H (-1.599, -0.403, -0.245)
H (-0.726, 0.891, -2.630)
H (-2.364, 0.789, -2.004)
H (-1.552, 1.998, -0.001)
H (-1.749, 2.850, -1.329)

Calculated values
HOMO level in eV: -9.0
Lowest unoccupied orbital energy in eV: 1.11
Calculated total energy in eV: -8358.43188
Relative energy (zero: lowest compared OMol25 entry of this formula, charge and spin) in kcal/mol: 39.3
Structure (SMILES): C=CCCNCN

---

Record 5
The following is a quantum chemistry calculation of an isolated molecule of C5H12N2, from the Open Molecules 2025 dataset.

CARTESIAN COORDINATES (ANGSTROEM)
C (0.347, 0.332, 0.524)
C (-1.058, 0.543, 0.907)
C (-2.018, -0.630, 0.523)
C (-2.265, -1.814, 1.191)
N (0.330, 0.309, -1.003)
C (1.567, 0.865, -1.516)
N (2.881, 0.420, -0.994)
H (0.784, -0.610, 0.891)
H (1.107, 0.990, 0.962)
H (-1.279, 0.615, 1.989)
H (-1.562, 1.446, 0.369)
H (-2.576, -0.407, -0.456)
H (-2.922, -2.312, 0.461)
H (-2.270, -2.084, 2.291)
H (0.122, -0.660, -1.224)
H (1.462, 1.995, -1.271)
H (1.586, 0.914, -2.643)
H (2.802, -0.621, -0.950)
H (2.962, 0.708, -0.052)

Calculated values
HOMO level in eV: -9.0
Lowest unoccupied orbital energy in eV: 1.00
Calculated total energy in eV: -8357.27617
Relative energy (zero: lowest compared OMol25 entry of this formula, charge and spin) in kcal/mol: 66.0
Structure (SMILES): C=CCCNCN

---

Record 6
The following is a quantum chemistry calculation of an isolated molecule of C5H12N2, from the Open Molecules 2025 dataset.

CARTESIAN COORDINATES (ANGSTROEM)
N (1.399, 0.391, -0.115)
C (1.165, 0.173, -1.580)
C (-0.353, 0.585, -1.888)
C (-0.927, 0.805, -0.417)
C (0.162, 0.364, 0.628)
C (-0.080, -1.032, 1.134)
N (-1.256, -1.254, 2.043)
H (1.907, 1.310, 0.016)
H (1.826, 0.898, -2.167)
H (1.443, -0.810, -1.868)
H (-0.765, -0.190, -2.517)
H (-0.507, 1.491, -2.505)
H (-1.306, 1.818, -0.195)
H (-1.819, 0.261, -0.225)
H (0.291, 1.081, 1.507)
H (-0.251, -1.789, 0.279)
H (0.877, -1.135, 1.714)
H (-1.504, -0.364, 2.493)
H (-1.004, -1.898, 2.716)

Calculated values
HOMO level in eV: -8.8
Lowest unoccupied orbital energy in eV: 1.04
Calculated total energy in eV: -8358.65406
Relative energy (zero: lowest compared OMol25 entry of this formula, charge and spin) in kcal/mol: 34.2
Structure (SMILES): NC[C@@H]1CCCN1

---

Record 7
The following is a quantum chemistry calculation of a cluster of 2 separate species, C5H12N2 in total, from the Open Molecules 2025 dataset.

CARTESIAN COORDINATES (ANGSTROEM)
C (0.431, -0.753, -1.452)
C (0.192, -0.751, 0.029)
N (-2.137, 0.447, -0.268)
C (0.013, -1.892, 0.701)
H (-2.396, -0.288, 0.383)
H (-2.692, 0.340, -1.114)
H (-0.087, 0.099, -1.891)
H (0.052, -1.666, -1.914)
H (1.488, -0.661, -1.693)
H (-0.150, -1.905, 1.768)
H (-0.099, -2.842, 0.205)
C (0.898, 1.836, 0.152)
C (0.946, 0.479, 0.792)
N (1.570, 0.358, 1.884)
H (1.613, -0.602, 2.233)
H (-2.307, 1.319, 0.233)
H (-0.129, 2.066, -0.135)
H (1.294, 2.578, 0.843)
H (1.501, 1.841, -0.756)

Calculated values
HOMO level in eV: -9.0
Lowest unoccupied orbital energy in eV: 0.87
Calculated total energy in eV: -8358.42737
Relative energy (zero: lowest compared OMol25 entry of this formula, charge and spin) in kcal/mol: 39.4
Structure (SMILES): [H]/N=C(/C)C(=C)C.N

---

Record 8
The following is a quantum chemistry calculation of an isolated molecule of C5H12N2, from the Open Molecules 2025 dataset.

CARTESIAN COORDINATES (ANGSTROEM)
N (-0.963, -0.188, 0.389)
N (-0.203, 0.984, 0.005)
C (-0.696, 0.049, -1.028)
C (-1.411, -2.640, 0.474)
C (1.408, 2.618, -0.476)
C (-0.520, -1.465, 1.010)
C (1.243, 1.244, 0.059)
H (0.042, -0.384, -1.661)
H (-1.545, 0.510, -1.467)
H (-1.257, -2.892, -0.573)
H (-1.328, -3.548, 1.025)
H (-2.421, -2.370, 0.514)
H (0.645, 3.314, -0.093)
H (1.234, 2.669, -1.550)
H (2.433, 3.114, -0.309)
H (-0.692, -1.244, 2.079)
H (0.582, -1.703, 0.859)
H (1.395, 1.353, 1.148)
H (2.053, 0.577, -0.405)

Calculated values
HOMO level in eV: -8.3
Lowest unoccupied orbital energy in eV: 1.16
Calculated total energy in eV: -8356.36995
Relative energy (zero: lowest compared OMol25 entry of this formula, charge and spin) in kcal/mol: 86.9
Structure (SMILES): CCN1CN1CC

---

Record 9
The following is a quantum chemistry calculation of a cluster of 2 separate species, C5H12N2 in total, from the Open Molecules 2025 dataset.

CARTESIAN COORDINATES (ANGSTROEM)
C (-1.636, -0.305, -0.156)
C (-3.135, -0.387, 0.182)
C (-1.146, 0.102, -1.549)
C (3.081, 0.629, -0.203)
C (0.438, -1.055, 0.880)
N (2.660, -0.748, -0.396)
N (-0.801, -0.602, 0.749)
H (-3.308, -1.229, 0.788)
H (-3.667, -0.392, -0.773)
H (-3.351, 0.557, 0.716)
H (-1.447, -0.679, -2.257)
H (-0.088, 0.408, -1.518)
H (-1.714, 0.909, -2.096)
H (4.098, 0.832, -0.690)
H (2.382, 1.421, -0.620)
H (3.302, 0.899, 0.842)
H (0.757, -1.724, 0.095)
H (0.825, -1.093, 1.895)
H (2.527, -0.788, -1.415)

Calculated values
HOMO level (spin up / spin down) in eV: -6.2 / -9.1
Spin multiplicity: 3
Lowest unoccupied orbital energy (spin up / spin down) in eV: 0.94 / -0.54
Calculated total energy in eV: -8354.78888
Relative energy (zero: lowest compared OMol25 entry of this formula, charge and spin) in kcal/mol: 12.6
<S²>: 2.02

---

Record 10
The following is a quantum chemistry calculation of the ion C5H12N2 with charge +1, from the Open Molecules 2025 dataset.

CARTESIAN COORDINATES (ANGSTROEM)
C (0.651, -1.032, 1.551)
C (0.783, 0.397, 1.021)
C (-0.520, 0.836, 0.219)
C (-0.951, -0.204, -0.723)
C (-0.596, -0.133, -2.043)
N (-1.075, -0.928, -2.994)
N (1.116, 1.350, 2.000)
H (0.862, -1.729, 0.732)
H (-0.325, -1.214, 1.987)
H (1.416, -1.230, 2.291)
H (1.530, 0.384, 0.231)
H (-1.338, 1.142, 0.869)
H (-0.252, 1.734, -0.340)
H (-1.516, -0.978, -0.230)
H (0.032, 0.643, -2.484)
H (-0.705, -0.763, -3.918)
H (-2.009, -1.310, -2.930)
H (1.922, 1.914, 1.795)
H (0.975, 1.119, 2.967)

Calculated values
HOMO level (spin up / spin down) in eV: -12.8 / -12.6
Spin multiplicity: 2
Lowest unoccupied orbital energy (spin up / spin down) in eV: -3.29 / -7.02
Calculated total energy in eV: -8351.58062
Total charge: +1
Relative energy (zero: lowest compared OMol25 entry of this formula, charge and spin) in kcal/mol: 22.8
<S²>: 0.76

---

Record 11
The following is a quantum chemistry calculation of the ion C5H12N2 with charge +2, from the Open Molecules 2025 dataset.

CARTESIAN COORDINATES (ANGSTROEM)
C (-1.439, -0.021, 0.035)
C (-2.002, -1.171, -0.105)
C (0.028, -0.226, 0.949)
C (1.513, -1.103, -0.632)
C (1.542, 1.218, -0.113)
N (-2.066, 1.153, 0.058)
N (1.038, -0.013, 0.119)
H (-2.996, -1.028, -0.475)
H (-1.562, -2.079, -0.409)
H (-0.075, 0.591, 1.767)
H (-0.038, -1.275, 1.449)
H (2.565, -1.336, -0.492)
H (0.874, -1.980, -0.509)
H (1.468, -0.799, -1.740)
H (2.699, 1.194, 0.281)
H (1.702, 1.690, -1.138)
H (1.081, 1.906, 0.576)
H (-1.595, 1.872, -0.454)
H (-2.737, 1.408, 0.834)

Calculated values
HOMO level (spin up / spin down) in eV: -20.1 / -19.2
Lowest unoccupied orbital energy (spin up / spin down) in eV: -11.88 / -12.66
Calculated total energy in eV: -8336.14056
Total charge: +2
Relative energy (zero: lowest compared OMol25 entry of this formula, charge and spin) in kcal/mol: 140.2

---

Record 12
The following is a quantum chemistry calculation of a structure of composition C5H12N2O, from the Open Molecules 2025 dataset.

CARTESIAN COORDINATES (ANGSTROEM)
C (-2.071, -0.490, -0.612)
C (0.095, 1.327, -1.210)
C (0.026, 0.564, 0.097)
N (0.589, 1.336, 1.179)
N (-1.182, -0.112, 0.466)
H (0.310, 2.307, 1.098)
H (0.264, 0.996, 2.077)
H (-2.906, -1.053, -0.196)
H (-1.550, -1.108, -1.361)
H (-2.450, 0.408, -1.105)
H (-0.649, 2.125, -1.218)
H (1.088, 1.765, -1.303)
H (-0.065, 0.669, -2.059)
C (1.730, -1.216, 0.997)
C (0.662, -0.961, -0.064)
O (0.694, -1.452, -1.200)
H (-0.549, -1.276, 0.693)
H (1.320, -1.125, 2.000)
H (2.119, -2.220, 0.841)
H (2.526, -0.483, 0.878)

Calculated values
HOMO level in eV: -8.3
Lowest unoccupied orbital energy in eV: 0.21
Calculated total energy in eV: -10404.26558
Relative energy (zero: lowest compared OMol25 entry of this formula, charge and spin) in kcal/mol: 95.9

---

Q: Among the records above, which one has the highest relative energy (zero: lowest compared OMol25 entry of this formula, charge and spin)?
A: number 11

---

What did the sixth record say?
The following is a quantum chemistry calculation of an isolated molecule of C5H12N2, from the Open Molecules 2025 dataset.

CARTESIAN COORDINATES (ANGSTROEM)
N (1.399, 0.391, -0.115)
C (1.165, 0.173, -1.580)
C (-0.353, 0.585, -1.888)
C (-0.927, 0.805, -0.417)
C (0.162, 0.364, 0.628)
C (-0.080, -1.032, 1.134)
N (-1.256, -1.254, 2.043)
H (1.907, 1.310, 0.016)
H (1.826, 0.898, -2.167)
H (1.443, -0.810, -1.868)
H (-0.765, -0.190, -2.517)
H (-0.507, 1.491, -2.505)
H (-1.306, 1.818, -0.195)
H (-1.819, 0.261, -0.225)
H (0.291, 1.081, 1.507)
H (-0.251, -1.789, 0.279)
H (0.877, -1.135, 1.714)
H (-1.504, -0.364, 2.493)
H (-1.004, -1.898, 2.716)

Calculated values
HOMO level in eV: -8.8
Lowest unoccupied orbital energy in eV: 1.04
Calculated total energy in eV: -8358.65406
Relative energy (zero: lowest compared OMol25 entry of this formula, charge and spin) in kcal/mol: 34.2
Structure (SMILES): NC[C@@H]1CCCN1

---

Q: Among the records above, which one has the lowest calculated total energy?
A: C5H12N2O